Record 1
C23H44BFO6V | ωB97M-V/def2-TZVPD

Element x y z (Å)
1 V -1.749 1.062 0.200
2 B 0.110 -0.117 0.618
3 H 0.304 0.900 0.048
4 H 1.122 -0.701 0.870
5 H -0.492 0.161 1.609
6 H -0.613 -0.784 -0.043
7 C -2.218 4.605 -2.134
8 C -1.067 3.841 -1.449
9 O -1.372 2.526 -1.205
10 H -2.104 4.530 -3.215
11 H -2.159 5.665 -1.873
12 H -3.153 4.176 -1.778
13 H -0.786 4.387 -0.523
14 H -0.147 3.930 -2.058
15 C -2.476 0.705 -3.898
16 C -2.349 -0.514 -3.022
17 O -2.220 -0.393 -1.822
18 C -2.140 -1.858 -3.676
19 H -3.531 0.899 -4.104
20 H -1.990 0.526 -4.857
21 H -2.004 1.529 -3.362
22 H -3.075 -2.291 -4.044
23 H -1.869 -2.593 -2.916
24 H -1.367 -1.755 -4.432
25 C 2.670 0.349 3.391
26 C 4.089 -0.157 3.363
27 O 4.787 -0.131 4.351
28 C 4.545 -0.814 2.084
29 H 2.445 0.988 2.535
30 H 2.556 0.999 4.258
31 H 1.986 -0.498 3.390
32 H 4.493 -0.104 1.257
33 H 3.877 -1.651 1.873
34 H 5.567 -1.180 2.154
35 C -4.425 -2.567 0.860
36 C -3.135 -1.859 1.204
37 O -2.994 -0.671 0.994
38 C -1.989 -2.740 1.569
39 H -4.939 -1.977 0.101
40 H -5.080 -2.606 1.732
41 H -4.209 -3.563 0.484
42 H -1.706 -3.184 0.602
43 H -2.226 -3.538 2.267
44 H -1.097 -2.174 1.828
45 C 1.266 0.923 -2.897
46 C 2.677 0.636 -2.461
47 O 3.382 -0.157 -3.045
48 C 3.167 1.400 -1.260
49 H 0.966 1.960 -2.768
50 H 0.557 0.292 -2.354
51 H 1.209 0.595 -3.938
52 H 2.369 1.448 -0.516
53 H 3.407 2.418 -1.577
54 H 4.047 0.947 -0.810
55 C -2.495 3.475 3.879
56 C -2.598 3.171 2.420
57 O -1.985 2.228 1.948
58 C -3.387 4.108 1.557
59 H -1.933 2.651 4.322
60 H -3.488 3.480 4.330
61 H -1.970 4.405 4.085
62 H -2.942 5.103 1.583
63 H -4.397 4.179 1.971
64 H -3.454 3.756 0.529
65 F 0.872 -5.131 1.089
66 C 2.012 -4.574 0.620
67 C 1.958 -3.321 0.053
68 C 3.125 -2.783 -0.463
69 C 4.323 -3.481 -0.411
70 C 4.370 -4.697 0.257
71 C 3.205 -5.254 0.770
72 H 1.033 -2.761 0.033
73 H 3.150 -1.777 -0.864
74 H 5.246 -3.083 -0.811
75 H 5.276 -5.289 0.246
76 H 3.160 -6.224 1.251

Properties
Kohn-Sham gap (alpha / beta)   7.2 / 8.6 eV
Max |F|   1.68 eV/A
LUMO energy (alpha / beta)   0.14 / 0.09 eV
Spin multiplicity   4
Total energy   -2422.8742 Ha

Record 2
C23H44Br2N2O18P4S | ωB97M-V/def2-TZVPD

Element x y z (Å)
1 C 0.871 -1.849 -3.652
2 C 0.695 -0.660 -2.537
3 Br -0.972 -0.616 -1.412
4 C 1.803 0.364 -2.399
5 Br 1.645 1.898 -1.082
6 C 3.116 0.135 -3.382
7 C 4.241 -1.052 -3.100
8 C 4.183 -2.076 -1.799
9 C 4.201 -1.074 -0.459
10 O 3.212 -1.104 0.446
11 O 5.366 -0.139 -0.404
12 C 5.512 -1.214 -4.142
13 C 5.600 -0.190 -5.443
14 C 4.488 0.994 -5.721
15 N 4.367 2.026 -6.823
16 S 2.932 2.991 -6.412
17 N 2.245 2.290 -4.934
18 C 3.242 1.166 -4.669
19 H 1.140 -1.334 -4.694
20 H 1.749 -2.589 -3.356
21 H -0.096 -2.535 -3.736
22 H 3.207 -2.718 -1.740
23 H 5.108 -2.819 -1.751
24 H 4.939 0.737 -0.104
25 H 6.350 -2.034 -3.977
26 H 6.499 -0.326 -6.212
27 C 0.421 7.341 1.474
28 O 0.155 6.725 0.230
29 P 0.820 7.411 -1.068
30 O 2.275 7.729 -0.929
31 O -0.128 8.680 -1.359
32 C -1.525 8.485 -1.413
33 O 0.460 6.383 -2.255
34 C 1.317 5.272 -2.408
35 H -0.339 7.024 2.192
36 H 1.404 7.028 1.835
37 H 0.388 8.431 1.387
38 H -1.945 8.598 -0.410
39 H -1.783 7.499 -1.808
40 H -1.959 9.248 -2.065
41 H 0.784 4.487 -2.949
42 H 1.633 4.880 -1.436
43 H 2.196 5.569 -2.989
44 C 0.390 1.641 6.643
45 O 0.124 1.025 5.399
46 P 0.789 1.711 4.100
47 O 2.244 2.029 4.240
48 O -0.159 2.980 3.810
49 C -1.556 2.785 3.755
50 O 0.429 0.683 2.914
51 C 1.286 -0.428 2.760
52 H -0.370 1.324 7.361
53 H 1.373 1.328 7.003
54 H 0.357 2.731 6.556
55 H -1.976 2.898 4.758
56 H -1.814 1.799 3.361
57 H -1.991 3.548 3.104
58 H 0.753 -1.213 2.220
59 H 1.602 -0.820 3.732
60 H 2.165 -0.131 2.180
61 C -4.536 -2.514 0.288
62 O -5.779 -2.332 -0.359
63 P -5.734 -2.128 -1.958
64 O -4.889 -3.122 -2.689
65 O -5.282 -0.592 -2.135
66 C -5.965 0.405 -1.406
67 O -7.289 -2.120 -2.374
68 C -7.899 -3.380 -2.557
69 H -4.657 -2.285 1.350
70 H -4.217 -3.554 0.182
71 H -3.775 -1.849 -0.130
72 H -5.482 0.538 -0.434
73 H -7.018 0.152 -1.258
74 H -5.906 1.346 -1.960
75 H -8.981 -3.267 -2.454
76 H -7.547 -4.101 -1.813
77 H -7.676 -3.749 -3.562
78 C 2.445 -4.612 2.525
79 O 1.453 -5.565 2.199
80 P 0.067 -5.467 3.018
81 O -0.516 -4.092 3.096
82 O 0.415 -6.139 4.440
83 C 1.053 -7.399 4.458
84 O -0.867 -6.562 2.294
85 C -1.535 -6.145 1.123
86 H 3.414 -4.987 2.188
87 H 2.229 -3.670 2.014
88 H 2.489 -4.446 3.605
89 H 2.137 -7.254 4.437
90 H 0.752 -8.020 3.610
91 H 0.784 -7.914 5.383
92 H -1.805 -7.026 0.537
93 H -0.897 -5.498 0.513
94 H -2.449 -5.608 1.397

Properties
Kohn-Sham gap   6.7 eV
Max |F|   8.86 eV/A
Energy relative to the best compared isomer or geometry (same formula, charge and spin)   1346.2 kJ/mol
LUMO energy   -2.07 eV
SMILES   C/C(Br)=C(/Br)c1c(CC(=O)O)ccc2nsnc12.COP(=O)(OC)OC.COP(=O)(OC)OC.COP(=O)(OC)OC.COP(=O)(OC)OC
Total energy   -9278.1457 Ha

Record 3
C23H44Cl2N4O2P3S | ωB97M-V/def2-TZVPD

Element x y z (Å)
1 C 0.934 1.687 4.595
2 C 1.716 1.590 3.120
3 O 2.968 0.822 3.180
4 C 3.658 0.798 1.860
5 O 4.728 1.564 1.687
6 C 3.013 -0.267 0.763
7 C 3.619 -0.250 -0.715
8 C 2.973 0.319 -2.018
9 P 1.244 -0.165 -2.687
10 C 2.128 -1.347 -3.929
11 N 2.686 -0.761 -5.175
12 C 1.163 -1.711 -1.579
13 C 0.316 -3.047 -1.956
14 C -1.111 -3.551 -1.233
15 N 0.795 -4.090 -2.767
16 P 0.211 1.063 -1.180
17 S 1.257 2.414 -0.250
18 C -0.453 -0.528 -3.476
19 Cl -1.917 -0.523 -2.269
20 C -0.989 0.327 -4.741
21 C -2.549 -0.271 -5.014
22 Cl -0.237 -0.141 -6.415
23 P 1.503 1.538 -3.991
24 C 0.636 3.147 -3.560
25 C 3.182 2.131 -4.540
26 H -0.182 1.294 4.529
27 H 0.865 2.785 5.000
28 H 1.508 1.020 5.370
29 H 0.899 1.121 2.391
30 H 1.868 2.714 2.754
31 H 3.240 -1.337 1.246
32 H 1.845 -0.138 0.888
33 H 4.046 -1.349 -0.932
34 H 4.658 0.346 -0.594
35 H 3.175 1.497 -1.975
36 H 3.726 -0.006 -2.896
37 H 1.415 -2.199 -4.364
38 H 3.011 -1.977 -3.426
39 H 2.516 -1.328 -6.043
40 H 3.744 -0.798 -5.063
41 H 2.201 -2.299 -1.457
42 H 0.838 -1.497 -0.449
43 H -1.315 -3.013 -0.213
44 H -2.027 -3.340 -1.969
45 H -1.124 -4.737 -1.098
46 H 1.782 -3.847 -3.074
47 H -0.359 0.265 -0.084
48 H -0.880 1.868 -1.672
49 H -0.582 -1.615 -3.959
50 H -1.227 1.447 -4.618
51 H -2.815 -0.147 -6.174
52 H -2.621 -1.421 -4.822
53 H -3.365 0.381 -4.474
54 H 1.146 3.824 -2.718
55 H 0.754 3.834 -4.535
56 H -0.536 3.108 -3.404
57 H 3.074 2.636 -5.617
58 H 3.517 3.036 -3.836
59 H 4.079 1.380 -4.535
60 N -3.772 0.998 2.148
61 C -3.589 0.721 3.478
62 C -2.517 -0.136 3.590
63 C -2.032 -0.378 2.282
64 C -2.824 0.337 1.412
65 H -4.494 1.599 1.770
66 H -4.237 1.154 4.228
67 H -2.125 -0.541 4.514
68 H -1.196 -1.006 2.005
69 H -2.795 0.430 0.335
70 N -3.356 0.160 7.098
71 C -2.844 -0.246 8.303
72 C -3.765 -1.080 8.897
73 C -4.868 -1.186 8.017
74 C -4.587 -0.413 6.912
75 H -2.896 0.783 6.447
76 H -1.872 0.095 8.635
77 H -3.654 -1.561 9.860
78 H -5.770 -1.764 8.171
79 H -5.157 -0.220 6.013

Properties
Charge   -1
Kohn-Sham gap   5.8 eV
Max |F|   8.38 eV/A
LUMO energy   2.27 eV
Total energy   -3614.4943 Ha

Record 4
C23H44Cl2N8O11P2Tc | ωB97M-V/def2-TZVPD

Element x y z (Å)
1 Tc -0.152 0.459 0.364
2 C -2.218 -1.522 -0.917
3 N -1.880 -0.076 -0.919
4 C -3.101 0.650 -0.459
5 C -1.566 0.353 -2.315
6 C -0.714 1.597 -2.292
7 N 0.526 1.363 -1.488
8 C 1.456 0.464 -2.234
9 C 1.242 2.667 -1.330
10 H -3.011 -1.708 -1.644
11 H -2.570 -1.803 0.073
12 H -1.344 -2.110 -1.175
13 H -3.959 0.292 -1.031
14 H -2.991 1.718 -0.623
15 H -3.258 0.467 0.600
16 H -2.501 0.550 -2.843
17 H -1.069 -0.468 -2.830
18 H -1.244 2.434 -1.841
19 H -0.425 1.885 -3.306
20 H 1.685 0.931 -3.193
21 H 1.021 -0.517 -2.390
22 H 2.372 0.351 -1.659
23 H 1.453 3.064 -2.325
24 H 2.177 2.496 -0.808
25 H 0.618 3.367 -0.785
26 C 0.741 -0.395 4.147
27 N -0.240 -1.482 4.038
28 C -0.266 -2.405 5.181
29 P -0.858 -1.905 2.617
30 O -1.120 -0.695 1.738
31 O 0.180 -2.864 1.812
32 P 0.970 -2.717 0.426
33 O 0.797 -1.293 -0.088
34 N 2.532 -3.008 0.662
35 C 3.371 -2.023 1.353
36 C 3.094 -4.366 0.648
37 N 0.349 -3.822 -0.568
38 C 0.693 -3.722 -1.992
39 C -0.603 -4.872 -0.197
40 N -2.190 -2.797 2.775
41 C -2.222 -4.253 2.946
42 C -3.393 -2.093 3.262
43 H 0.588 0.119 5.096
44 H 0.573 0.341 3.367
45 H 1.765 -0.776 4.110
46 H -0.361 -1.816 6.092
47 H 0.649 -2.997 5.237
48 H -1.123 -3.070 5.115
49 H 2.877 -1.055 1.371
50 H 4.318 -1.922 0.821
51 H 3.573 -2.346 2.377
52 H 2.493 -5.024 0.026
53 H 3.155 -4.774 1.658
54 H 4.099 -4.315 0.231
55 H 1.581 -3.104 -2.124
56 H -0.129 -3.304 -2.581
57 H 0.921 -4.714 -2.380
58 H -0.507 -5.119 0.856
59 H -0.369 -5.768 -0.771
60 H -1.633 -4.578 -0.413
61 H -1.247 -4.685 2.738
62 H -2.958 -4.686 2.269
63 H -2.500 -4.510 3.970
64 H -3.286 -1.018 3.126
65 H -3.559 -2.301 4.321
66 H -4.258 -2.435 2.695
67 Cl -3.898 2.724 2.143
68 C -2.406 3.691 2.097
69 Cl -1.572 3.671 3.642
70 C -1.516 3.170 0.974
71 O -1.294 3.838 0.000
72 O -1.125 1.916 1.140
73 H -2.691 4.710 1.865
74 O 1.286 2.531 2.680
75 C 2.005 1.976 1.898
76 O 1.588 1.019 1.047
77 C 3.473 2.240 1.796
78 C 4.030 3.247 2.578
79 C 5.384 3.487 2.476
80 C 6.219 2.762 1.645
81 C 5.630 1.766 0.893
82 C 4.278 1.501 0.942
83 N 6.466 0.930 0.005
84 O 5.891 0.070 -0.642
85 O 7.644 1.171 -0.042
86 N 5.978 4.570 3.300
87 O 7.164 4.761 3.175
88 O 5.225 5.172 4.031
89 H 3.419 3.836 3.248
90 H 7.279 2.967 1.595
91 H 3.875 0.723 0.315

Properties
Charge   +2
Kohn-Sham gap (alpha / beta)   9.3 / 8.0 eV
Max |F|   0.61 eV/A
Energy relative to the best compared isomer or geometry (same formula, charge and spin)   0.0 kJ/mol
LUMO energy (alpha / beta)   -5.73 / -7.09 eV
Spin multiplicity   4
Total energy   -3851.9608 Ha

Record 5
C23H44LiO18 | ωB97M-V/def2-TZVPD

Element x y z (Å)
1 Li 0.261 -1.196 -0.036
2 C -2.337 2.724 2.561
3 C -1.571 2.412 3.875
4 O -0.813 1.278 3.557
5 C -0.788 1.137 2.188
6 O -0.169 0.323 1.514
7 O -1.614 2.031 1.565
8 H -2.355 3.777 2.279
9 H -3.339 2.294 2.571
10 H -2.213 2.108 4.701
11 H -0.934 3.220 4.236
12 C -2.776 -0.273 -1.582
13 C -3.489 1.012 -1.081
14 O -3.186 2.090 -1.893
15 C -3.805 3.378 -1.771
16 O -4.584 3.644 -0.864
17 O -3.392 4.156 -2.849
18 C -4.076 5.362 -3.213
19 H -2.578 -1.021 -0.815
20 H -1.858 -0.037 -2.120
21 H -3.356 -0.753 -2.371
22 H -3.132 1.378 -0.118
23 H -4.536 0.771 -0.898
24 H -4.823 4.953 -3.893
25 H -3.408 6.017 -3.773
26 H -4.522 5.972 -2.427
27 C -1.217 -1.891 5.057
28 C -1.662 -2.249 3.658
29 O -1.069 -3.460 3.202
30 C -0.312 -3.669 2.128
31 O -0.155 -2.802 1.288
32 O 0.526 -4.737 2.287
33 C 1.214 -5.127 1.092
34 H -0.238 -1.411 5.087
35 H -1.092 -2.756 5.708
36 H -1.916 -1.228 5.567
37 H -1.606 -1.492 2.876
38 H -2.728 -2.470 3.705
39 H 0.528 -5.192 0.247
40 H 1.580 -6.128 1.320
41 H 2.056 -4.456 0.922
42 C -0.565 4.610 -0.290
43 C 0.774 3.988 -0.430
44 O 0.760 2.525 -0.432
45 C 0.397 1.603 -1.447
46 O 0.430 0.371 -1.458
47 O 0.030 2.373 -2.580
48 C -0.603 1.900 -3.858
49 H -1.130 4.541 -1.220
50 H -0.464 5.669 -0.054
51 H -1.074 4.204 0.584
52 H 1.371 4.415 0.375
53 H 1.225 4.286 -1.377
54 H -1.481 1.255 -3.814
55 H 0.183 1.420 -4.441
56 H -0.971 2.784 -4.379
57 C 2.403 -2.233 -4.581
58 C 2.483 -2.600 -3.086
59 O 1.616 -3.698 -2.692
60 C 0.451 -3.511 -1.964
61 O 0.015 -2.409 -1.575
62 O -0.199 -4.710 -1.976
63 C -1.572 -4.776 -1.641
64 H 2.163 -3.168 -5.089
65 H 3.440 -1.978 -4.803
66 H 1.722 -1.400 -4.754
67 H 2.461 -1.690 -2.486
68 H 3.381 -3.067 -2.680
69 H -1.716 -4.611 -0.573
70 H -1.856 -5.804 -1.866
71 H -2.316 -4.209 -2.201
72 C 6.079 0.585 0.639
73 C 4.727 1.189 0.762
74 O 3.591 0.373 0.494
75 C 3.152 -0.754 1.075
76 O 2.251 -1.497 0.572
77 O 3.606 -0.802 2.324
78 C 3.068 -1.760 3.193
79 H 6.324 0.100 -0.306
80 H 6.297 -0.103 1.455
81 H 6.849 1.344 0.773
82 H 4.704 2.100 0.165
83 H 4.753 1.343 1.841
84 H 3.412 -1.453 4.181
85 H 3.328 -2.770 2.874
86 H 1.984 -1.666 3.262

Properties
Charge   +1
Kohn-Sham gap   11.0 eV
Max |F|   4.88 eV/A
Energy relative to the best compared isomer or geometry (same formula, charge and spin)   0.0 kJ/mol
LUMO energy   -1.65 eV
Total energy   -2264.4636 Ha